<i>
ORCA calculation (ωB97M-V with the def2-TZVPD basis set) on a molecular structure, C9H10CoF6N7O5S2.

Output
HOMO level ... -16.893 eV
E_LUMO ... -0.339 Eh
Frontier orbital gap ... 7.7 eV

ORCA input file:
```
! RIJCOSX wB97M-V def2-TZVPD def2/J DEFGRID3
* xyz 2 1
Co 0.098 -0.442 -0.319
O -1.141 -1.438 -1.417
C -2.376 -1.584 -0.646
C -2.574 -0.237 -0.020
C -3.791 0.320 0.300
C -3.818 1.591 0.862
C -2.632 2.276 1.077
C -1.435 1.675 0.737
N -1.434 0.443 0.215
H -0.846 -2.300 -1.754
H -2.232 -2.352 0.115
H -3.183 -1.862 -1.320
H -4.703 -0.229 0.107
H -4.764 2.048 1.118
H -2.623 3.269 1.504
H -0.475 2.145 0.886
F 2.615 -1.136 -0.808
C 3.426 -0.353 -0.031
F 3.657 0.771 -0.683
F 4.529 -0.988 0.235
S 2.437 -0.013 1.491
O 1.177 0.517 0.854
O 3.095 0.922 2.309
N 2.218 -1.403 2.130
S 1.216 -2.517 1.694
O 1.794 -3.708 1.204
O 0.137 -1.967 0.785
C 0.264 -2.863 3.253
F -0.778 -3.602 2.914
F -0.143 -1.707 3.753
F 1.042 -3.495 4.090
N 1.720 3.676 -2.828
N 1.301 2.405 -2.634
N 1.316 1.520 -3.613
C 0.760 0.472 -3.039
N 0.436 0.745 -1.769
N 0.801 2.006 -1.519
H 2.248 3.756 -3.687
H 2.103 4.092 -1.991
H 0.560 -0.453 -3.554
*
```

natural (NBO) atomic charge list, values in e, 2 entries:
1. Co 1.338
2. O -0.680

<ii>
ORCA calculation (ωB97M-V with the def2-TZVPD basis set) on a molecular structure, C9H10CoF6N7O5S2.

Output
HOMO level ... -16.691 eV
E_LUMO ... -0.341 Eh
Frontier orbital gap ... 7.4 eV

ORCA input file:
```
! RIJCOSX wB97M-V def2-TZVPD def2/J DEFGRID3
* xyz 2 1
Co -0.048 0.323 0.304
O 1.093 1.053 1.655
C 2.389 1.462 1.134
C 2.618 0.651 -0.109
C 3.827 0.597 -0.773
C 3.933 -0.194 -1.906
C 2.835 -0.928 -2.341
C 1.651 -0.835 -1.646
N 1.558 -0.045 -0.561
H 0.662 1.763 2.160
H 3.146 1.257 1.891
H 2.378 2.531 0.915
H 4.670 1.164 -0.402
H 4.871 -0.245 -2.443
H 2.891 -1.563 -3.214
H 0.757 -1.364 -1.940
F 0.181 2.119 -1.961
C -1.021 2.170 -2.576
F -0.860 1.986 -3.858
F -1.576 3.331 -2.318
S -2.098 0.781 -1.889
O -1.104 -0.104 -1.162
O -2.708 0.126 -2.976
N -3.094 1.456 -0.903
S -2.700 1.968 0.514
O -3.166 3.251 0.857
O -1.201 1.784 0.732
C -3.458 0.733 1.720
F -2.530 0.424 2.631
F -3.805 -0.362 1.072
F -4.487 1.292 2.292
N -1.851 -4.114 1.764
N -0.962 -3.132 1.622
N 0.245 -3.218 2.154
C 0.801 -2.089 1.757
N -0.061 -1.385 1.019
N -1.206 -2.070 0.938
H -1.593 -4.844 2.407
H -2.786 -3.933 1.440
H 1.809 -1.799 1.997
*
```

natural (NBO) atomic charge list, values in e, 2 entries:
1. Co 1.362
2. O -0.683

Last place for stability: <ii>

<i>
ORCA calculation (ωB97M-V with the def2-TZVPD basis set) on a single C5H7FN2 molecule.

Output
HOMO level ... -7.892 eV
E_LUMO ... 0.029 Eh
Frontier orbital gap ... 8.7 eV

ORCA input file:
```
! RIJCOSX wB97M-V def2-TZVPD def2/J DEFGRID3
* xyz 0 1
C -2.203 -1.325 0.000
C -0.803 -0.703 0.066
C 0.602 -1.258 -0.073
C 1.394 -0.163 -0.079
N 2.711 -0.011 0.069
N 0.587 0.977 -0.256
C -0.665 0.676 0.028
F -1.575 1.697 0.064
H -2.203 -2.073 0.835
H -2.809 -0.510 0.333
H -2.429 -1.702 -1.027
H 0.933 -2.270 0.026
H 2.950 -0.014 1.152
H 3.442 -0.678 -0.385
H 1.254 1.860 0.150
*
```

natural (NBO) atomic charge list, values in e, 2 entries:
1. C -0.634
2. C -0.138

<ii>
ORCA calculation (ωB97M-V with the def2-TZVPD basis set) on a single C5H7FN2 molecule.

Output
HOMO level ... -8.315 eV
E_LUMO ... 0.028 Eh
Frontier orbital gap ... 9.1 eV

ORCA input file:
```
! RIJCOSX wB97M-V def2-TZVPD def2/J DEFGRID3
* xyz 0 1
C 1.872 0.501 -0.517
C 0.712 -0.341 0.008
C -0.075 0.495 1.039
C -1.397 0.338 1.056
F -2.161 1.038 1.939
C -2.103 -0.549 0.097
N -1.519 -0.926 -1.007
N -0.200 -0.655 -1.139
H 1.541 1.471 -0.838
H 2.338 -0.040 -1.401
H 2.636 0.534 0.295
H 1.000 -1.292 0.419
H 0.333 1.248 1.755
H -3.226 -0.615 0.173
H 0.247 -1.208 -1.879
*
```

natural (NBO) atomic charge list, values in e, 2 entries:
1. C -0.602
2. C -0.083

Last place for stability: <i>